93
Properties=species:S:1:pos:R:3:lowdin_charge:R:1 method="wB97M-V/def2-TZVPD" spin_multiplicity=3 charge=+2 s2=2.029 gap_ha="0.236 / 0.243"
W -0.57651 -0.42603 -0.57679 1.0443
C -2.05942 2.58191 -0.27105 -0.0152
C -2.59094 1.52167 0.63944 -0.2639
C -3.49189 1.89495 1.65027 0.0106
C -4.04576 0.96064 2.46940 0.0411
C -3.75585 -0.40518 2.27442 -0.1510
C -4.36272 -1.42366 3.04286 -0.0073
C -4.07741 -2.73304 2.78800 -0.0372
C -3.18677 -3.07108 1.75134 -0.0673
C -2.58077 -2.10207 0.99285 -0.5515
S -1.53835 -2.55033 -0.36325 0.6814
C -2.84606 -0.74247 1.26002 -0.2348
N -2.22969 0.23989 0.48582 -0.0520
H -2.77600 3.40038 -0.32554 0.1019
H -1.89919 2.19977 -1.27373 0.0406
H -1.11653 2.97843 0.09965 0.0873
H -3.73711 2.94383 1.75431 0.1301
H -4.73665 1.24971 3.25541 0.1380
H -5.06576 -1.14482 3.82075 0.1279
H -4.54958 -3.51867 3.36501 0.1222
H -2.98255 -4.11266 1.53232 0.1172
O 0.60328 1.19125 0.12839 -0.4650
P 2.12809 0.99650 0.28499 0.8064
C 2.42378 0.48063 1.98761 -0.2560
P 1.56620 -1.11141 2.26058 0.7962
O 0.33995 -1.10550 1.35991 -0.4885
C 1.06990 -1.19388 3.96321 -0.2767
C -0.14473 -0.58983 4.30734 -0.0673
C -0.59408 -0.66238 5.61610 -0.0549
C 0.16032 -1.33423 6.57354 -0.0450
C 1.36393 -1.93320 6.23034 -0.0489
C 1.82229 -1.86980 4.92290 -0.0525
C 2.69531 -2.43353 1.90680 -0.3013
C 4.02811 -2.38760 2.32453 -0.0885
C 4.86549 -3.46074 2.06424 -0.0521
C 4.37444 -4.57279 1.38864 -0.0442
C 3.04750 -4.61921 0.97686 -0.0472
C 2.20126 -3.54972 1.23403 -0.0598
C 2.74261 -0.30193 -0.78688 -0.2865
C 1.93126 -1.24929 -1.40817 -0.1718
C 2.45129 -2.22344 -2.23111 -0.0310
C 3.82379 -2.27733 -2.42978 -0.0235
C 4.65939 -1.36125 -1.80518 -0.0276
C 4.12116 -0.36997 -0.99740 -0.0594
C 2.97792 2.50000 -0.08854 -0.2940
C 3.18194 3.45195 0.91300 -0.0619
C 3.72120 4.68443 0.58231 -0.0485
C 4.04651 4.96640 -0.73847 -0.0369
C 3.83801 4.02197 -1.73766 -0.0436
C 3.30270 2.78392 -1.41972 -0.0617
H 1.93203 1.21855 2.62632 0.0867
H 3.48638 0.43984 2.23677 0.0883
H -0.73385 -0.08110 3.55253 0.1015
H -1.53452 -0.19974 5.89098 0.1131
H -0.19806 -1.39592 7.59424 0.1192
H 1.94334 -2.45811 6.98005 0.1192
H 2.75373 -2.35446 4.65251 0.1041
H 4.41500 -1.52749 2.86307 0.1105
H 5.89800 -3.43331 2.39052 0.1182
H 5.03171 -5.41012 1.18475 0.1190
H 2.66888 -5.49389 0.46010 0.1185
H 1.16313 -3.57857 0.92021 0.0945
H 0.86681 -1.40318 -1.20511 -0.0431
H 1.79303 -2.93848 -2.70949 0.1337
H 4.24004 -3.04459 -3.07159 0.1257
H 5.73127 -1.40944 -1.95838 0.1244
H 4.77471 0.36656 -0.53786 0.1249
H 2.92774 3.23800 1.94563 0.1078
H 3.89167 5.42335 1.35548 0.1198
H 4.46698 5.93183 -0.99259 0.1216
H 4.09582 4.24912 -2.76505 0.1199
H 3.13809 2.04797 -2.19805 0.1165
C -5.67648 2.35902 -5.93376 -0.0327
C -4.50267 1.84073 -5.14145 -0.2417
C -3.22077 2.33169 -5.34922 0.0007
C -2.12067 1.84596 -4.65001 -0.3017
C -0.74959 2.42242 -4.93010 -0.0869
C -2.34439 0.82825 -3.71676 -0.4608
Se -0.73648 0.15413 -2.87451 0.8241
C -3.61730 0.30514 -3.46838 -0.2804
C -3.88895 -0.79640 -2.48236 -0.0648
C -4.67557 0.83550 -4.19553 -0.0006
H -5.42443 3.27323 -6.47026 0.0808
H -6.53124 2.56127 -5.28615 0.0863
H -5.99449 1.61592 -6.66883 0.0931
H -3.06592 3.12041 -6.07996 0.1249
H -0.82730 3.28849 -5.58630 0.0843
H -0.10672 1.68522 -5.42094 0.0812
H -0.24633 2.73688 -4.01266 0.0567
H -3.77611 -0.44807 -1.45615 0.0563
H -3.21070 -1.63251 -2.62540 0.0490
H -4.90773 -1.16343 -2.59730 0.0899
H -5.67143 0.43816 -4.02292 0.1275

---

95
Properties=species:S:1:pos:R:3:lowdin_charge:R:1 method="wB97M-V/def2-TZVPD" spin_multiplicity=1 gap_ha="0.152 / 0.153"
Pt -0.68090 0.34501 -0.01472 -0.0104
S 0.40105 -0.46757 1.93032 0.5994
C -0.66578 -0.48843 3.19625 -0.6283
N -0.28053 -0.89166 4.43769 -0.1188
C -1.22775 -0.77387 5.53192 -0.1225
C -2.55815 -1.29655 5.06040 -0.1162
N -2.99336 -0.50520 3.92442 -0.1001
C -4.42474 -0.61061 3.61148 -0.1298
C -5.27207 0.23086 4.53034 -0.2077
C -6.01426 -0.35281 5.54951 -0.0528
C -6.77794 0.43130 6.40502 -0.0832
C -6.80232 1.80726 6.24364 -0.0887
C -6.06480 2.39774 5.22445 -0.0742
C -5.30371 1.61470 4.37201 -0.0291
C -2.10339 -0.06674 3.01343 -0.6513
S -2.53756 0.96585 1.78718 0.6996
C 1.13333 -0.88253 4.83676 -0.1248
C 1.52400 0.43044 5.47716 -0.2113
C 1.58834 1.59815 4.71672 -0.0223
C 1.91193 2.80255 5.32070 -0.0647
C 2.17752 2.85556 6.68332 -0.0876
C 2.12148 1.69726 7.44235 -0.0859
C 1.79295 0.49057 6.83901 -0.0539
H -1.31625 0.26236 5.87690 0.1457
H -0.86298 -1.37662 6.36377 0.1342
H -3.30077 -1.18271 5.85158 0.1289
H -2.49545 -2.35852 4.79515 0.1423
H -4.70463 -1.66560 3.69153 0.1293
H -4.55725 -0.30622 2.57499 0.0626
H -6.00458 -1.43103 5.66858 0.1113
H -7.35324 -0.03395 7.19504 0.1027
H -7.39687 2.42081 6.90796 0.1024
H -6.08464 3.47209 5.09469 0.1049
H -4.72143 2.06943 3.57895 0.0935
H 1.74351 -1.09322 3.96291 0.0898
H 1.27245 -1.69980 5.54680 0.1246
H 1.40461 1.56830 3.64789 0.0705
H 1.96733 3.70090 4.71959 0.1086
H 2.43444 3.79799 7.14951 0.1016
H 2.33303 1.73055 8.50343 0.1011
H 1.75053 -0.41579 7.43368 0.1085
C -2.79111 -0.86717 -2.64411 -0.4058
C -1.53653 -0.44116 -3.39001 -0.3894
As -0.66735 0.96162 -2.28357 1.0268
C -2.09038 2.30209 -2.49261 -0.3767
C -2.64500 2.92709 -1.38390 -0.1255
C -3.67374 3.84913 -1.53202 -0.0786
C -4.15436 4.15766 -2.79542 -0.0889
C -3.59586 3.55007 -3.91229 -0.0812
C -2.56719 2.63229 -3.76015 -0.1107
C 0.64306 1.73018 -3.45901 -0.4294
C 1.51146 0.89839 -4.15624 -0.1379
C 2.48189 1.44850 -4.97704 -0.0841
C 2.60261 2.82658 -5.07535 -0.0808
C 1.74935 3.65539 -4.36159 -0.0738
C 0.76461 3.10964 -3.55134 -0.1274
As -2.21167 -1.33580 -0.84589 1.1358
C -3.86499 -1.95216 -0.02111 -0.3601
C -4.03586 -3.24420 0.46116 -0.0957
C -5.24967 -3.62215 1.02375 -0.0836
C -6.30170 -2.72048 1.08883 -0.0901
C -6.13869 -1.43054 0.59877 -0.0893
C -4.92231 -1.04630 0.05603 -0.1433
C -1.27059 -2.99968 -1.19539 -0.3772
C -1.83564 -3.99882 -1.98642 -0.1210
C -1.12914 -5.16049 -2.25597 -0.0835
C 0.15027 -5.32887 -1.74135 -0.0820
C 0.71979 -4.33583 -0.95962 -0.0669
C 0.01186 -3.17246 -0.68654 -0.1038
H -3.32247 -1.71677 -3.07228 0.0738
H -3.49295 -0.03397 -2.57078 0.0652
H -1.74108 -0.02979 -4.37661 0.0707
H -0.84297 -1.27742 -3.50123 0.0673
H -2.25826 2.69570 -0.39911 0.0316
H -4.09390 4.32955 -0.65723 0.1036
H -4.95407 4.87796 -2.91252 0.1011
H -3.95708 3.79558 -4.90303 0.1027
H -2.12670 2.18104 -4.64217 0.1035
H 1.44537 -0.17648 -4.04867 0.0982
H 3.15885 0.80120 -5.51855 0.1042
H 3.37176 3.25703 -5.70404 0.1019
H 1.85135 4.73068 -4.42862 0.1034
H 0.10373 3.75707 -2.99106 0.0979
H -3.22170 -3.95638 0.41089 0.0989
H -5.37366 -4.62907 1.40193 0.1039
H -7.24861 -3.02141 1.51852 0.1040
H -6.95351 -0.71977 0.65318 0.1096
H -4.79478 -0.03012 -0.30358 0.0986
H -2.83542 -3.88128 -2.39012 0.1019
H -1.57438 -5.93207 -2.87114 0.1030
H 0.70487 -6.23286 -1.95819 0.1035
H 1.72299 -4.45288 -0.57138 0.1097
H 0.47062 -2.38317 -0.10475 0.0424
Te 1.26175 2.15440 0.14264 0.1506
Se 3.00883 0.65027 -0.80011 -0.4253

---

Taking the records one at a time from the top gives ΔE to the lowest compared entry with this formula, charge and spin values of 1.476; 0.612 eV.
Taking the records one at a time from the top gives molar mass values of 972.63; 1214.45 Da.